DFT (ωB97M-V/def2-TZVPD) results for the molecule C5H6S3.

Element x y z (Å)
S -3.0977 1.8028 0.7924
C -1.6918 1.0194 0.7951
C -0.7459 0.8203 1.8781
C 0.2249 -0.0409 1.5006
C 0.2933 -0.3054 0.0509
C -0.9694 0.4722 -0.4689
S -1.9719 -0.6367 -1.3505
S -0.4122 1.9407 -1.2979
H -0.9773 1.2584 2.8593
H 0.9858 -0.3649 2.3184
H 1.1720 0.2732 -0.2343
H 0.4992 -1.3280 -0.1991
H -2.8972 0.1952 -1.7389
H -0.5597 1.3752 -2.4559

Atomic forces in eV per Å
-0.123 -0.136 0.113
1.008 0.244 -0.281
-0.660 -0.525 0.242
0.873 0.422 3.272
0.050 1.184 0.879
0.427 -0.292 1.546
0.046 -1.829 -0.899
0.051 1.312 -0.139
0.464 -0.484 -0.408
-1.161 0.330 -1.919
0.163 -0.194 -0.518
-0.500 -0.596 -0.396
-0.792 0.810 -0.145
0.152 -0.246 -1.346

The spin multiplicity is 1. For the maximum force, the calculation gives 3.413 eV Å⁻¹. The value obtained for the HOMO energy is -0.3211 Ha. The value obtained for the total energy is -37786.3860 eV. For the energy above the lowest of the compared OMol25 structures with the same formula, charge and spin, the calculation gives 1.4068 eV.


DFT (ωB97M-V/def2-TZVPD) results for a structure of composition C27H20N2S2Zn.

Element x y z (Å)
Zn -0.9403 0.3188 -0.8932
C -1.8224 3.8360 -1.6191
C -2.3094 2.4331 -1.3825
C -2.8010 2.0177 -0.1370
C -3.3246 0.7333 0.0465
C -3.3874 -0.1683 -1.0200
C -2.8709 0.2120 -2.2644
C -2.3097 1.4947 -2.4333
H -2.2150 4.5147 -0.8641
H -2.1428 4.1881 -2.5988
H -0.7329 3.9007 -1.6031
H -2.7927 2.7103 0.6955
H -3.7012 0.4444 1.0189
H -3.8500 -1.1377 -0.8939
H -2.9431 -0.4500 -3.1177
H -1.9608 1.7961 -3.4134
S 0.1306 -6.6684 -0.2156
C -0.9144 -7.6140 -1.1660
C -1.7138 -6.8524 -1.9642
C -1.4806 -5.4685 -1.7811
C -0.5131 -5.2067 -0.8461
C -0.0214 -3.9044 -0.3943
C -0.6314 -2.7201 -0.8429
N -0.2319 -1.5137 -0.4737
C 0.8186 -1.3783 0.3749
C 1.4872 -2.4892 0.8807
C 2.5975 -2.2905 1.7772
C 2.9936 -1.0510 2.1226
C 2.3195 0.1136 1.6071
C 2.7013 1.4233 1.9275
C 2.0305 2.5162 1.4099
C 0.9507 2.2402 0.5550
N 0.5723 1.0131 0.2315
C 1.2405 -0.0536 0.7435
C 2.3937 3.9011 1.7161
C 1.8795 5.0504 1.1751
C 2.4696 6.2239 1.7027
C 3.4235 5.9404 2.6333
S 3.6049 4.2678 2.8764
C 1.0426 -3.7559 0.4771
H -0.8803 -8.6897 -1.0942
H -2.4384 -7.2639 -2.6501
H -2.0178 -4.7094 -2.3331
H -1.4719 -2.7605 -1.5236
H 3.1092 -3.1610 2.1664
H 3.8296 -0.9071 2.7945
H 3.5447 1.5690 2.5932
H 0.3725 3.0488 0.1303
H 1.1123 5.0765 0.4130
H 2.2059 7.2272 1.4048
H 4.0309 6.6337 3.1933
H 1.5575 -4.6308 0.8582

Atomic forces in eV per Å
-0.118 0.000 0.017
-0.033 -0.010 0.038
0.022 0.047 0.062
-0.007 -0.027 -0.038
0.043 0.034 -0.010
-0.030 0.119 -0.012
-0.005 0.131 0.007
-0.029 -0.135 -0.005
0.014 -0.007 0.003
-0.023 0.003 0.011
0.006 -0.036 -0.029
-0.013 0.002 -0.003
-0.026 0.008 -0.006
0.049 -0.024 0.033
0.085 -0.049 0.025
0.065 -0.041 0.004
0.001 -0.087 0.162
0.043 -0.046 -0.061
-0.002 0.104 0.030
-0.150 -0.044 -0.070
0.131 0.191 0.013
-0.096 -0.120 -0.135
-0.063 0.061 -0.030
0.064 0.052 -0.026
-0.059 0.130 -0.069
0.080 -0.112 0.054
-0.067 -0.080 -0.050
-0.005 0.114 0.003
0.125 0.011 0.092
0.116 -0.090 0.084
-0.016 0.200 -0.022
-0.096 0.007 -0.031
0.002 -0.096 0.001
-0.097 -0.046 -0.120
-0.058 -0.204 -0.032
-0.050 0.148 -0.060
-0.030 -0.088 -0.049
0.001 0.037 0.023
0.102 -0.019 0.094
0.128 -0.040 0.101
0.014 0.013 -0.007
0.003 0.012 0.004
0.005 -0.020 0.002
0.000 -0.008 0.018
-0.008 -0.001 -0.008
-0.005 0.010 -0.005
-0.012 -0.008 -0.013
-0.005 -0.002 0.011
0.017 0.008 0.010
-0.002 -0.011 -0.004
-0.007 -0.012 -0.002
-0.004 0.019 -0.003

The spin multiplicity is 1. The total charge is +2. For the maximum force, the calculation gives 0.232 eV Å⁻¹. The value obtained for the HOMO energy is -0.4865 Ha. The value obtained for the total energy is -101379.6573 eV.